Entry 1:
Computed, not measured: a molecular structure, C30H68CdF6NO19S2Zn in a non-equilibrium geometry, with ωB97M-V/def2-TZVPD.

Its charge is +1. Its LUMO energy is -8.8216 eV. The value obtained for the HOMO energy is -10.0 eV. Its multiplicity is 1.

Each line ends with the Löwdin charge.
Geometry (Å):
Zn1 1.32 4.04 5.84  0.539
Cd1 1.67 -2.81 -3.44  1.252
C1 -0.14 0.89 0.93  0.218
C2 0.55 -0.19 0.09  -0.264
C3 1.75 -0.91 0.73  -0.265
O1 2.34 -1.62 -0.09  0.049
C4 2.13 -0.54 2.17  0.208
C5 1.35 0.35 2.84  -0.355
C6 0.27 1.09 2.22  -0.321
O2 -0.30 2.07 2.87  0.068
O3 1.89 0.73 3.93  0.090
O4 0.23 -0.47 -1.07  0.046
H1 -0.87 1.58 0.53  0.147
H2 3.01 -1.02 2.56  0.149
C7 -3.61 -8.58 -4.88  -0.685
F1 -4.44 -8.32 -3.95  0.165
F2 -2.42 -8.67 -4.39  0.177
F3 -4.15 -9.71 -5.44  0.137
S1 -3.56 -7.08 -6.14  0.738
O5 -2.27 -7.34 -6.79  -0.308
O6 -4.69 -7.15 -7.04  -0.273
N1 -3.48 -5.66 -5.04  -0.227
S2 -4.94 -5.31 -4.93  0.575
O7 -5.42 -4.62 -6.20  -0.250
O8 -5.80 -6.39 -4.48  -0.248
C8 -5.05 -3.96 -3.49  -0.608
F4 -6.32 -3.69 -3.33  0.174
F5 -4.63 -4.59 -2.36  0.104
F6 -4.30 -2.86 -3.73  0.122
C9 3.34 -7.95 -5.03  -0.089
C10 3.78 -6.54 -5.38  -0.310
O9 3.63 -5.69 -4.23  -0.147
H3 4.00 -8.52 -4.38  0.073
H4 3.22 -8.48 -5.98  0.081
H5 2.40 -7.90 -4.48  0.073
H6 3.15 -6.20 -6.20  0.111
H7 4.81 -6.56 -5.76  0.113
H8 4.38 -5.92 -3.69  0.073
C11 -7.11 0.44 1.51  -0.101
C12 -6.85 0.59 3.02  -0.284
O10 -5.53 0.08 3.36  -0.103
H9 -7.03 -0.62 1.31  0.072
H10 -6.47 0.93 0.77  0.064
H11 -8.11 0.84 1.33  0.070
H12 -7.57 -0.11 3.45  0.110
H13 -6.91 1.62 3.34  0.106
H14 -4.92 0.82 3.41  0.066
C13 5.59 0.64 -3.95  -0.069
C14 4.98 -0.35 -5.05  -0.240
O11 3.56 -0.30 -4.70  -0.193
H15 5.04 1.58 -3.89  0.066
H16 6.66 0.69 -4.15  0.074
H17 5.39 0.22 -2.96  0.067
H18 5.34 -1.33 -4.73  0.099
H19 5.17 -0.17 -6.10  0.110
H20 3.37 0.63 -4.59  0.063
C15 8.69 0.20 2.37  -0.116
C16 10.18 0.00 2.43  -0.333
O12 10.62 0.33 1.13  -0.075
H21 8.35 -0.25 1.43  0.069
H22 8.38 1.24 2.26  0.072
H23 8.18 -0.29 3.20  0.072
H24 10.38 -1.05 2.64  0.114
H25 10.54 0.64 3.24  0.112
H26 10.63 1.29 1.11  0.085
C17 -3.60 2.76 9.02  -0.075
C18 -2.49 2.05 8.21  -0.327
O13 -1.35 2.88 8.09  -0.141
H27 -4.54 2.23 8.86  0.075
H28 -3.67 3.80 8.70  0.074
H29 -3.31 2.74 10.06  0.070
H30 -2.87 1.89 7.20  0.105
H31 -2.20 1.08 8.62  0.108
H32 -1.23 3.07 9.02  0.073
C19 8.00 -5.02 0.40  -0.094
C20 8.37 -5.28 -1.08  -0.289
O14 7.20 -5.91 -1.59  -0.120
H33 6.98 -4.62 0.35  0.073
H34 8.52 -4.15 0.79  0.057
H35 8.29 -5.80 1.10  0.074
H36 9.17 -6.01 -1.21  0.112
H37 8.52 -4.30 -1.52  0.111
H38 7.11 -6.79 -1.23  0.081
C21 -3.58 4.90 -4.48  -0.091
C22 -4.01 3.43 -4.50  -0.322
O15 -2.84 2.64 -4.47  -0.076
H39 -3.31 5.27 -5.47  0.070
H40 -2.74 5.14 -3.83  0.066
H41 -4.35 5.56 -4.09  0.067
H42 -4.70 3.24 -5.32  0.107
H43 -4.67 3.27 -3.65  0.102
H44 -2.89 1.93 -3.83  0.077
C23 -6.38 6.21 1.18  -0.077
C24 -7.84 5.84 0.81  -0.345
O16 -8.64 6.96 0.92  -0.069
H45 -5.61 5.51 0.86  0.059
H46 -6.23 6.35 2.25  0.067
H47 -6.11 7.13 0.66  0.070
H48 -8.25 5.07 1.46  0.104
H49 -7.92 5.46 -0.21  0.103
H50 -9.50 6.68 1.25  0.088
C25 1.02 6.64 -0.60  -0.098
C26 1.68 7.93 -0.06  -0.318
O17 1.17 8.22 1.22  -0.072
H51 1.16 5.77 0.04  0.063
H52 1.38 6.39 -1.60  0.066
H53 -0.07 6.73 -0.66  0.062
H54 1.53 8.77 -0.74  0.107
H55 2.75 7.70 -0.16  0.107
H56 0.29 8.59 1.09  0.085
C27 1.15 -6.17 0.16  -0.063
C28 -0.08 -6.33 -0.80  -0.266
O18 -0.11 -5.27 -1.80  -0.172
H57 1.33 -6.94 0.91  0.073
H58 1.12 -5.24 0.73  0.064
H59 2.01 -6.25 -0.51  0.062
H60 -1.01 -6.23 -0.24  0.108
H61 -0.06 -7.23 -1.40  0.111
H62 -0.86 -5.54 -2.34  0.067
C29 -1.88 8.16 7.38  -0.066
C30 -1.96 7.30 6.10  -0.358
O19 -0.69 6.87 5.88  -0.161
H63 -1.42 7.64 8.23  0.073
H64 -2.87 8.41 7.77  0.072
H65 -1.25 9.00 7.10  0.075
H66 -2.24 7.91 5.24  0.105
H67 -2.64 6.46 5.97  0.114
H68 -0.21 7.70 5.77  0.085

***

Entry 2:
Computed, not measured: C4H7NO2 in the gas phase, with ωB97M-V/def2-TZVPD.

Its charge is 0. Its LUMO energy is 0.6437 eV. The value obtained for the HOMO energy is -9.6 eV. Its multiplicity is 1.

Each line ends with the natural charge from an NBO analysis.
Geometry (Å):
C1 -0.87 -1.16 0.37  -0.608
C2 -0.46 0.17 -0.29  -0.432
C3 -1.19 1.39 0.25  0.453
O1 -2.13 1.39 1.00  -0.518
C4 1.04 0.53 -0.19  0.684
N1 1.95 -0.43 -0.46  -0.824
O2 1.41 1.65 0.15  -0.614
H1 -0.48 -1.26 1.39  0.223
H2 -1.96 -1.25 0.43  0.238
H3 -0.51 -2.02 -0.21  0.204
H4 -0.75 0.11 -1.36  0.245
H5 -0.74 2.34 -0.06  0.141
H6 1.78 -1.35 -0.84  0.401
H7 2.90 -0.12 -0.37  0.407

***

Entry 3:
Computed, not measured: 7 unconnected molecules or ions with the total composition C7H21N7O14 in a non-equilibrium geometry, with ωB97M-V/def2-TZVPD.

Its charge is 0. Its LUMO energy is -0.1988 eV. The value obtained for the HOMO energy is -10.9 eV. Its multiplicity is 1.

Each line ends with the natural charge from an NBO analysis.
Geometry (Å):
C1 -3.97 2.65 -0.09  -0.492
N1 -5.23 3.41 0.44  0.541
O1 -6.09 3.61 -0.40  -0.391
O2 -5.22 3.78 1.58  -0.377
H1 -4.19 2.67 -1.15  0.232
H2 -4.07 1.64 0.40  0.240
H3 -3.07 3.15 0.18  0.238
C2 -1.78 2.09 2.98  -0.509
N2 -0.61 2.44 2.03  0.559
O3 -0.87 2.93 0.95  -0.433
O4 0.49 2.15 2.38  -0.361
H4 -2.14 3.12 3.17  0.236
H5 -1.53 1.43 3.81  0.268
H6 -2.64 1.65 2.41  0.243
C3 0.56 -1.12 2.98  -0.496
N3 -0.46 -1.45 3.96  0.547
O5 -1.11 -0.60 4.50  -0.416
O6 -0.58 -2.61 4.20  -0.365
H7 1.13 -1.99 2.75  0.246
H8 1.20 -0.46 3.52  0.238
H9 0.11 -0.63 2.08  0.246
C4 -1.13 -1.50 -1.19  -0.496
N4 -2.10 -0.55 -0.57  0.541
O7 -1.81 0.08 0.40  -0.383
O8 -3.26 -0.59 -1.02  -0.391
H10 -1.41 -1.58 -2.23  0.245
H11 -1.14 -2.47 -0.65  0.248
H12 -0.14 -1.07 -1.14  0.239
C5 1.34 2.89 -0.94  -0.488
N5 1.46 1.36 -1.14  0.546
O9 1.98 0.67 -0.25  -0.426
O10 1.11 0.97 -2.20  -0.353
H13 1.62 3.09 0.08  0.237
H14 0.25 3.11 -0.95  0.256
H15 1.97 3.37 -1.67  0.229
C6 2.58 -3.87 -3.77  -0.499
N6 1.92 -2.55 -4.05  0.540
O11 2.63 -1.57 -3.86  -0.405
O12 0.78 -2.54 -4.43  -0.347
H16 2.94 -3.79 -2.73  0.241
H17 3.51 -3.91 -4.33  0.238
H18 1.91 -4.71 -3.95  0.236
C7 3.99 -1.57 -0.73  -0.489
N7 3.02 -2.06 0.26  0.560
O13 3.19 -1.65 1.37  -0.379
O14 2.19 -2.82 -0.16  -0.400
H19 3.53 -1.70 -1.70  0.240
H20 4.80 -2.32 -0.67  0.223
H21 4.33 -0.59 -0.46  0.243

***

Entry 4:
Computed, not measured: a molecular structure, C5H6N in a non-equilibrium geometry, with ωB97M-V/def2-TZVPD.

Its charge is +1. Its LUMO energy (spin up / spin down) is -8.1013 / -6.5368 eV. The value obtained for the HOMO energy (spin up / spin down) is -14.2 / -15.1 eV. Its multiplicity is 1.

Each line ends with the natural charge from an NBO analysis.
Geometry (Å):
C1 3.05 0.09 0.32  -0.076
C2 1.95 -0.02 -0.13  0.028
C3 -1.57 0.16 0.65  -0.065
C4 -0.90 1.05 -0.03  -0.040
C5 -0.96 -0.98 -0.15  -0.274
N1 -0.29 0.15 -0.88  -0.249
H1 3.92 0.42 0.72  0.228
H2 -2.21 0.03 1.54  0.263
H3 -0.86 2.13 -0.09  0.252
H4 -0.40 -1.46 0.69  0.252
H5 -1.55 -1.73 -0.80  0.263
H6 -0.18 0.14 -1.83  0.418

***

Entry 5:
Computed, not measured: C7H6IN in the gas phase in a non-equilibrium geometry, with ωB97M-V/def2-TZVPD.

Its charge is 0. Its LUMO energy is 0.1943 eV. The value obtained for the HOMO energy is -8.8 eV. Its multiplicity is 1.

Each line ends with the natural charge from an NBO analysis.
Geometry (Å):
N1 1.47 2.82 -0.48  -0.309
C1 1.02 1.92 0.07  0.284
C2 0.71 0.61 0.68  -0.372
C3 1.33 -0.44 -0.23  -0.149
C4 0.67 -1.23 -1.05  -0.223
C5 -0.84 -1.22 -0.97  -0.268
C6 -1.46 -0.41 -0.07  -0.100
I1 -3.47 -0.60 0.43  0.164
C7 -0.77 0.58 0.87  -0.466
H1 1.14 0.54 1.63  0.254
H2 2.51 -0.53 -0.16  0.225
H3 1.29 -1.96 -1.67  0.237
H4 -1.37 -1.94 -1.53  0.227
H5 -1.00 0.24 1.92  0.239
H6 -1.22 1.63 0.56  0.256

***

Entry 6:
Computed, not measured: C5H2O in the gas phase, with ωB97M-V/def2-TZVPD.

Its charge is 0. Its LUMO energy is -0.9188 eV. The value obtained for the HOMO energy is -9.4 eV. Its multiplicity is 1.

Each line ends with the natural charge from an NBO analysis.
Geometry (Å):
O1 0.41 -0.58 0.18  -0.457
C1 -0.40 0.21 -0.54  0.272
C2 1.70 -0.33 0.00  0.305
C3 2.87 -0.08 -0.08  -0.304
C4 -1.74 0.01 -0.10  -0.216
C5 -2.90 0.16 0.21  -0.088
H1 3.91 0.18 -0.16  0.247
H2 -3.92 0.30 0.50  0.241

***

Entry 7:
Computed, not measured: 2 unconnected molecules or ions with the total composition C3H8N3O2 in a non-equilibrium geometry, with ωB97M-V/def2-TZVPD.

Its charge is -1. Its LUMO energy is 4.1368 eV. The value obtained for the HOMO energy is -4.5 eV. Its multiplicity is 1.

Each line ends with the natural charge from an NBO analysis.
Geometry (Å):
N1 0.78 2.10 2.37  -0.930
C1 0.90 1.28 1.15  0.865
O1 1.17 0.07 1.31  -0.804
O2 0.72 1.85 0.05  -0.813
H1 1.34 1.75 3.15  0.357
H2 0.91 3.09 2.22  0.355
C2 -1.84 -0.37 -0.73  -0.428
N2 -0.92 -1.09 -1.68  -0.633
C3 0.40 -1.21 -1.25  0.283
N3 1.03 -2.36 -1.33  -0.794
H3 -2.13 -1.09 0.08  0.175
H4 -1.33 0.54 -0.30  0.259
H5 -2.75 -0.05 -1.23  0.176
H6 -1.15 -2.08 -1.82  0.361
H7 0.89 -0.23 -0.91  0.235
H8 1.99 -2.20 -1.07  0.336

***

Entry 8:
Computed, not measured: 2 unconnected molecules or ions with the total composition C6H12O in a non-equilibrium geometry, with ωB97M-V/def2-TZVPD.

Its charge is 0. Its LUMO energy is 0.8335 eV. The value obtained for the HOMO energy is -8.7 eV. Its multiplicity is 1.

Each line ends with the natural charge from an NBO analysis.
Geometry (Å):
C1 0.45 3.04 -0.86  -0.417
C2 1.52 2.23 -0.74  -0.150
C3 1.75 1.22 0.34  -0.481
C4 0.59 0.22 0.48  -0.168
C5 -0.07 -0.15 1.57  -0.196
C6 -1.18 -1.14 1.49  -0.653
H1 0.53 4.04 -1.27  0.195
H2 -0.55 2.61 -0.85  0.203
H3 2.40 2.42 -1.38  0.190
H4 1.78 1.74 1.30  0.223
H5 2.72 0.75 0.14  0.217
H6 0.41 -0.35 -0.45  0.187
H7 0.19 0.34 2.51  0.196
H8 -0.95 -2.07 0.94  0.220
H9 -2.04 -0.72 0.97  0.222
H10 -1.58 -1.51 2.45  0.214
O1 -2.10 -3.87 -1.86  -0.936
H11 -2.39 -4.31 -1.05  0.468
H12 -1.96 -4.60 -2.49  0.468

***

Values for relative energy (zero: lowest compared OMol25 entry of this formula, charge and spin), eV, ordered as above
19.199, 0.594, 0.898, 9.581, 0.886, 3.309, 0.600, 2.645